1.
{"formula": "C9H14O", "method": "ωB97M-V with the def2-TZVPD basis set", "smiles": "Cc1ccc(O)cc1.CC", "max_force_ev_per_a": 2.6, "homo_energy_ha": -0.308, "symbols": ["C", "C", "H", "H", "H", "H", "H", "H", "C", "C", "C", "C", "C", "C", "C", "O", "H", "H", "H", "H", "H", "H", "H", "H"], "positions_angstrom": [[2.00, -2.51, 0.36], [1.69, -1.21, 1.14], [1.06, -2.96, 0.03], [2.70, -2.35, -0.45], [2.33, -3.28, 1.06], [2.49, -0.91, 1.82], [0.88, -1.37, 1.86], [1.46, -0.51, 0.35], [-2.12, 0.94, 1.73], [-2.03, 0.50, -0.76], [-1.46, 1.09, 0.41], [-1.41, 0.43, -1.95], [-0.06, 0.89, -1.99], [-0.19, 1.61, 0.32], [0.53, 1.42, -0.87], [0.60, 0.80, -3.19], [-3.10, 0.36, -0.62], [-1.88, 0.06, -2.85], [-1.95, 1.76, 2.42], [-1.71, 0.07, 2.26], [0.25, 2.21, 1.11], [1.52, 0.66, -3.00], [1.60, 1.55, -0.95], [-3.20, 0.78, 1.76]], "mulliken_charge": [-1.039, -0.315, 0.278, 0.298, 0.348, 0.362, 0.215, -0.111, -1.459, -0.514, 0.853, -0.750, 0.765, -0.475, -0.599, -0.553, 0.283, 0.418, 0.356, 0.239, 0.363, 0.302, 0.363, 0.371]}

2.
{"formula": "C9H14O", "method": "ωB97M-V with the def2-TZVPD basis set", "smiles": "Cc1ccc(O)cc1.CC", "max_force_ev_per_a": 2.3, "homo_energy_ha": -0.307, "symbols": ["C", "C", "H", "H", "H", "H", "H", "H", "C", "C", "C", "C", "C", "C", "C", "O", "H", "H", "H", "H", "H", "H", "H", "H"], "positions_angstrom": [[2.12, -1.93, 2.07], [1.60, -1.11, 0.87], [1.32, -2.51, 2.54], [2.85, -2.70, 1.84], [2.48, -1.30, 2.88], [0.54, -1.36, 0.78], [2.07, -1.22, -0.10], [1.50, -0.07, 1.19], [-1.94, -1.45, -0.50], [-1.50, 0.93, 0.27], [-1.27, -0.12, -0.62], [-0.92, 2.15, 0.05], [-0.07, 2.38, -1.06], [-0.50, 0.12, -1.75], [0.21, 1.32, -1.89], [0.47, 3.59, -1.34], [-1.96, 0.73, 1.23], [-1.10, 2.99, 0.72], [-2.84, -1.39, -1.13], [-2.32, -1.57, 0.53], [-0.35, -0.69, -2.45], [0.37, 4.17, -0.59], [0.64, 1.43, -2.89], [-1.42, -2.38, -0.66]], "mulliken_charge": [-0.979, -0.503, 0.282, 0.278, 0.270, -0.001, 0.419, 0.231, -1.629, -0.476, 0.678, -0.511, 0.766, -0.383, -0.580, -0.536, 0.278, 0.246, 0.419, 0.369, 0.336, 0.297, 0.372, 0.358]}

3.
{"formula": "C9H14O", "method": "ωB97M-V with the def2-TZVPD basis set", "smiles": "Cc1ccc(O)cc1.CC", "max_force_ev_per_a": 1.9, "homo_energy_ha": -0.310, "symbols": ["C", "C", "C", "C", "C", "C", "C", "O", "H", "H", "H", "H", "H", "H", "H", "H", "C", "C", "H", "H", "H", "H", "H", "H"], "positions_angstrom": [[0.49, 2.20, 2.64], [0.80, -0.03, -1.03], [-0.28, 0.82, -0.85], [1.72, -0.24, 0.03], [-0.38, 1.55, 0.33], [1.59, 0.57, 1.13], [0.59, 1.55, 1.30], [1.14, -0.71, -2.17], [-1.08, 0.91, -1.57], [0.36, -0.93, -2.67], [2.53, -0.94, -0.08], [-1.29, 2.11, 0.54], [2.29, 0.46, 1.95], [0.46, 1.52, 3.50], [-0.37, 2.84, 2.78], [1.39, 2.79, 2.84], [-1.88, -2.32, -1.32], [-2.58, -2.37, 0.05], [-2.37, -1.53, -1.88], [-0.80, -2.19, -1.21], [-2.04, -3.26, -1.85], [-3.03, -1.42, 0.34], [-3.41, -3.08, 0.00], [-1.88, -2.67, 0.83]], "mulliken_charge": [-1.435, 0.519, -0.410, -0.684, -0.421, -0.297, 0.413, -0.560, 0.405, 0.361, 0.433, 0.304, 0.332, 0.314, 0.363, 0.348, -0.493, -0.930, 0.204, -0.044, 0.439, 0.262, 0.323, 0.254]}

4.
{"formula": "C9H14O", "method": "ωB97M-V with the def2-TZVPD basis set", "smiles": "Cc1ccc(O)cc1.CC", "max_force_ev_per_a": 3.6, "homo_energy_ha": -0.299, "symbols": ["C", "C", "C", "C", "C", "C", "C", "O", "H", "H", "H", "H", "H", "H", "H", "H", "C", "C", "H", "H", "H", "H", "H", "H"], "positions_angstrom": [[0.10, 3.52, 0.28], [0.82, -0.20, 0.87], [0.57, -0.17, 2.23], [0.59, 0.96, 0.13], [0.16, 2.08, 0.88], [-0.09, 0.89, 2.89], [-0.16, 2.09, 2.27], [0.39, -1.40, 2.81], [1.00, -1.18, 0.51], [0.82, 0.89, -0.90], [-0.36, 0.74, 3.98], [-0.28, -1.39, 3.62], [0.74, 3.44, -0.60], [0.34, 4.31, 0.97], [-0.45, 2.98, 2.80], [-0.90, 3.88, -0.09], [0.05, -2.71, -3.49], [-0.81, -2.68, -2.26], [-0.59, -2.33, -4.28], [0.86, -2.04, -3.43], [0.37, -3.73, -3.49], [-0.31, -2.62, -1.34], [-1.36, -3.57, -2.08], [-1.47, -1.76, -2.26]], "mulliken_charge": [-1.355, -0.332, 0.607, -0.840, 1.102, -0.544, -0.784, -0.573, 0.452, 0.417, 0.197, 0.326, 0.344, 0.361, 0.351, 0.254, -0.742, -0.746, 0.229, 0.268, 0.273, 0.137, 0.349, 0.247]}

5.
{"formula": "C9H14O", "method": "ωB97M-V with the def2-TZVPD basis set", "smiles": "Cc1ccccc1.CCO", "max_force_ev_per_a": 3.1, "homo_energy_ha": -0.331, "symbols": ["C", "C", "C", "C", "C", "C", "C", "H", "H", "H", "H", "H", "H", "H", "H", "C", "C", "O", "H", "H", "H", "H", "H", "H"], "positions_angstrom": [[2.17, 1.74, 1.58], [1.43, -2.50, 0.91], [0.64, -1.54, 0.34], [2.53, -2.02, 1.71], [0.94, -0.20, 0.65], [2.79, -0.71, 1.95], [1.91, 0.27, 1.44], [1.30, -3.56, 0.83], [-0.12, -1.69, -0.42], [3.20, -2.79, 2.10], [0.26, 0.55, 0.25], [3.74, -0.47, 2.43], [2.68, 2.16, 0.70], [2.92, 1.91, 2.36], [1.35, 2.43, 1.83], [-2.96, 1.40, -1.98], [-3.73, 0.11, -2.31], [-1.79, 1.19, -1.17], [-2.50, 1.75, -2.92], [-3.63, 2.10, -1.50], [-3.42, -0.25, -3.31], [-1.40, 0.39, -1.54], [-4.82, 0.28, -2.39], [-3.46, -0.59, -1.52]], "mulliken_charge": [-1.424, -0.505, -0.435, -0.425, 0.122, -0.376, 0.401, 0.385, 0.281, 0.297, 0.391, 0.317, 0.286, 0.375, 0.346, -0.227, -0.987, -0.463, 0.236, 0.325, 0.256, 0.208, 0.324, 0.294]}

Asked for frontier orbital gap across the records above, the calculation gives 9.209; 9.190; 9.388; 8.932; 9.894 eV in order.
Asked for ΔE to the lowest compared entry with this formula, charge and spin across the records above, the calculation gives 18.8; 16.6; 11.1; 44.1; 24.2 kcal/mol in order.